1.
Density functional theory data (wB97M-V/def2-TZVPD) for a cluster of 2 separate species, C6H9N2O2 in total in a non-equilibrium geometry.

Max |F|: 0.1344 hartree/bohr
Energy: -494.05872 a.u.
Charge: -1
LUMO energy: 3.575 eV
HOMO: -0.16831 hartree
Frontier orbital gap: 8.2 eV

```
19
Properties=species:S:1:pos:R:3:forces:R:3
H -0.918 0.702 0.640 1.4 -0.5 -0.7
H 1.622 3.851 1.286 -0.8 -1.1 -0.2
H 0.754 3.349 -0.227 0.5 -0.7 1.4
C -0.073 -1.294 1.162 -0.3 0.9 -2.9
C -0.125 -2.177 -0.857 -2.8 6.0 2.2
C -0.329 2.881 1.486 -0.6 2.2 -0.2
H -1.159 -0.432 -1.846 1.3 0.2 1.7
C 0.007 -3.047 -1.956 1.1 -5.6 0.9
H 1.532 2.057 0.836 -0.3 0.8 -0.2
N 0.076 -2.423 0.453 1.5 -0.7 1.5
H -0.666 -3.956 -1.939 0.0 0.8 0.4
O -1.119 2.153 0.853 -1.9 -1.7 0.0
H 0.221 -1.019 2.169 -0.2 -0.7 0.0
O -0.593 3.708 2.353 -0.7 0.2 1.6
N -0.444 -0.261 0.308 -1.5 -0.5 0.7
C -0.571 -0.800 -0.940 0.1 -2.1 -1.1
C 0.972 3.027 0.857 3.4 0.6 -2.2
H 0.976 -3.617 -1.708 -0.7 0.9 -1.4
H -0.164 -2.703 -2.929 0.6 1.1 -1.3
```
Forces are in eV/Å.

Atom charges from the Mulliken analysis, given in e for atoms 1 to 5: atom 1 (H): 0.358, atom 2 (H): 0.268, atom 3 (H): 0.159, atom 4 (C): -0.241, atom 5 (C): 0.713

---

2.
Density functional theory data (wB97M-V/def2-TZVPD) for a cluster of 2 separate species, C6H9N2O2 in total in a non-equilibrium geometry.

Max |F|: 0.0394 hartree/bohr
Energy: -493.93507 a.u.
<S²>: 0.763
2S+1: 2
LUMO energy (spin up / spin down): -0.106 / -4.309 eV
HOMO (spin up / spin down): -0.28809 / -0.28704 hartree
Frontier orbital gap (spin up / spin down): 7.7 / 3.5 eV

```
19
Properties=species:S:1:pos:R:3:forces:R:3
H 2.165 -2.882 -0.678 0.4 0.3 0.2
H 2.080 -3.271 1.058 -0.2 -0.4 -0.1
C -0.377 2.647 -0.362 1.5 0.7 -1.0
N -0.263 2.770 0.951 -0.2 -0.3 0.6
H 1.707 -1.638 0.596 0.4 0.1 -0.3
H -0.060 3.366 -2.342 -0.3 0.2 -0.1
C -0.183 1.513 1.397 -0.2 -0.2 0.1
C -0.055 3.735 -1.321 -0.4 0.3 0.3
C 1.649 -2.674 0.258 -0.6 0.1 -0.3
H 0.937 4.147 -1.123 0.1 -0.3 0.2
C 0.169 -2.972 -0.053 -0.6 -0.1 0.8
O -0.657 -2.017 0.201 0.2 1.6 0.1
C -0.353 1.252 -0.748 0.0 -0.9 1.2
N -0.191 0.597 0.398 -0.6 0.4 -1.0
H -0.715 4.590 -1.164 -0.2 -0.1 -0.3
O -0.181 -4.063 -0.475 0.5 -0.3 -0.2
H -0.129 1.109 2.398 0.0 0.6 0.2
H -0.400 0.708 -1.677 -0.1 0.2 -0.2
H -0.318 -0.451 0.479 0.1 -2.0 -0.2
```
Forces are in eV/Å.

Atom charges from the Mulliken analysis, given in e for atoms 1 to 5: atom 1 (H): 0.215, atom 2 (H): 0.260, atom 3 (C): 0.558, atom 4 (N): -0.557, atom 5 (H): 0.164

---

3.
Density functional theory data (wB97M-V/def2-TZVPD) for a cluster of 2 separate species, C6H9N2O2 in total in a non-equilibrium geometry.

Max |F|: 0.1090 hartree/bohr
Energy: -493.54588 a.u.
Charge: +1
LUMO energy: -5.023 eV
HOMO: -0.49595 hartree
Frontier orbital gap: 8.5 eV

```
19
Properties=species:S:1:pos:R:3:forces:R:3
O 1.635 -0.648 2.171 -1.7 -2.5 1.0
N 2.718 0.672 0.787 1.9 2.1 0.1
H -3.059 -1.005 -0.539 -2.1 -1.1 0.2
O 2.807 1.597 -0.258 -1.8 -1.4 -1.1
H 3.444 2.316 -0.128 0.2 -0.8 1.1
H -2.023 -1.622 1.711 -3.5 -1.0 1.3
C -1.138 -1.292 1.386 1.8 0.9 -3.2
N 0.640 0.009 -1.515 -0.9 -0.6 0.5
C -2.256 -0.371 -0.647 1.1 1.1 -0.7
H -1.419 1.470 -1.592 -2.2 -1.7 0.6
C -1.102 -0.758 0.125 1.9 0.1 1.3
H 0.019 -0.295 -2.254 0.1 0.6 -0.9
H 2.144 -0.367 2.937 0.5 0.6 -0.3
H -3.233 0.984 -1.795 -1.8 0.6 -1.1
C 0.187 -0.323 -0.356 4.2 0.8 3.6
C -2.319 0.721 -1.401 3.2 1.1 0.4
C 1.762 -0.075 1.035 -1.8 1.7 -3.4
H -0.328 -1.531 2.015 1.1 0.1 0.2
H 1.520 0.518 -1.681 -0.4 -0.6 0.2
```
Forces are in eV/Å.

Atom charges from the Mulliken analysis, given in e for atoms 1 to 5: atom 1 (O): -0.456, atom 2 (N): -0.340, atom 3 (H): 0.412, atom 4 (O): -0.385, atom 5 (H): 0.345

---

Which of these has the lowest energy? number 1